No. 1
# C21H62INO12PS10

A structure of composition C21H62INO12PS10 (ωB97M-V/def2-TZVPD, the OMol25 dataset).

Last column: Löwdin charge in e.
Atoms and positions in Å:
C1 6.743 0.038 -0.238  0.006
C2 5.981 1.190 -0.824  -0.196
C3 4.385 1.185 -1.211  -0.331
N1 3.441 1.322 -0.037  -1.067
S1 2.272 2.581 -0.508  0.747
I1 4.317 2.002 1.709  1.159
P1 2.421 -0.164 0.207  0.663
O1 1.470 -0.067 1.466  -0.360
O2 3.355 -1.633 0.285  -0.162
O3 1.441 -0.284 -1.266  -0.195
H1 6.234 -1.016 -0.005  0.073
H2 7.883 0.176 0.072  0.080
H3 6.621 2.169 -1.063  0.109
H4 4.125 0.242 -1.896  0.105
H5 4.219 2.125 -1.926  0.122
H6 1.717 2.274 -1.764  -0.031
H7 4.153 -1.576 -0.351  0.069
H8 2.097 -0.611 -1.966  0.077
C4 6.055 -3.541 -2.621  -0.254
S2 5.266 -2.427 -3.808  0.854
O4 4.210 -1.657 -3.072  -0.602
C5 4.433 -3.723 -4.756  -0.244
H9 6.609 -2.940 -1.896  0.039
H10 5.296 -4.128 -2.099  0.016
H11 6.747 -4.203 -3.146  0.069
H12 3.774 -4.299 -4.102  0.059
H13 5.178 -4.380 -5.211  0.066
H14 3.840 -3.251 -5.542  0.055
C6 -1.348 -0.597 1.490  -0.279
S3 -2.651 -0.185 0.305  0.837
O5 -3.141 1.194 0.635  -0.579
C7 -3.865 -1.362 0.946  -0.262
H15 -0.489 0.051 1.302  0.005
H16 -1.706 -0.437 2.510  0.061
H17 -1.049 -1.639 1.357  0.061
H18 -4.068 -1.155 1.999  0.067
H19 -3.485 -2.380 0.830  0.060
H20 -4.789 -1.255 0.372  0.020
C8 -1.908 3.446 2.754  -0.262
S4 -0.395 4.362 2.370  0.779
O6 -0.121 5.283 3.522  -0.559
C9 -1.111 5.355 1.038  -0.268
H21 -1.706 2.779 3.595  0.053
H22 -2.706 4.140 3.026  0.059
H23 -2.205 2.852 1.886  0.013
H24 -1.959 5.931 1.416  0.058
H25 -1.435 4.699 0.226  0.051
H26 -0.345 6.039 0.666  0.048
C10 2.767 -7.124 -0.906  -0.263
S5 4.451 -6.480 -0.750  0.792
O7 5.152 -6.730 -2.052  -0.564
C11 5.022 -7.732 0.424  -0.260
H27 2.226 -6.511 -1.630  0.048
H28 2.794 -8.159 -1.256  0.062
H29 2.264 -7.069 0.062  0.056
H30 4.910 -8.729 -0.008  0.063
H31 4.446 -7.657 1.349  0.057
H32 6.077 -7.549 0.641  0.054
C12 11.047 2.090 0.566  -0.258
S6 9.515 2.947 1.005  0.848
O8 8.411 2.347 0.185  -0.608
C13 9.959 4.527 0.244  -0.259
H33 10.979 1.057 0.913  0.052
H34 11.183 2.100 -0.518  0.062
H35 11.892 2.581 1.054  0.059
H36 10.162 4.386 -0.820  0.062
H37 10.840 4.938 0.743  0.059
H38 9.122 5.218 0.364  0.053
C14 1.385 -1.154 4.272  -0.287
S7 2.291 -1.275 5.833  0.808
O9 3.191 -2.471 5.741  -0.563
C15 0.864 -1.746 6.841  -0.270
H39 2.092 -0.903 3.479  0.014
H40 0.907 -2.110 4.042  0.063
H41 0.631 -0.366 4.347  0.053
H42 0.418 -2.665 6.453  0.058
H43 0.128 -0.939 6.833  0.053
H44 1.203 -1.914 7.866  0.052
C16 -6.980 -2.190 -1.994  -0.268
S8 -7.810 -2.662 -0.457  0.828
O10 -6.816 -2.517 0.656  -0.571
C17 -7.937 -4.424 -0.847  -0.271
H45 -6.764 -1.120 -1.957  0.051
H46 -6.044 -2.745 -2.098  0.054
H47 -7.636 -2.398 -2.842  0.057
H48 -6.942 -4.841 -1.022  0.055
H49 -8.562 -4.559 -1.733  0.054
H50 -8.399 -4.935 0.001  0.051
C18 -5.626 2.946 0.678  -0.277
S9 -7.158 3.802 1.117  0.841
O11 -8.262 3.202 0.297  -0.569
C19 -6.714 5.382 0.357  -0.268
H51 -5.694 1.912 1.026  0.044
H52 -5.490 2.955 -0.405  0.064
H53 -4.781 3.436 1.167  0.036
H54 -6.511 5.241 -0.707  0.056
H55 -5.833 5.793 0.856  0.047
H56 -7.551 6.073 0.477  0.052
C20 -9.565 3.689 -2.289  -0.284
S10 -10.278 2.572 -3.521  0.806
O12 -9.162 2.110 -4.410  -0.575
C21 -11.197 3.844 -4.419  -0.280
H57 -8.913 3.111 -1.632  0.009
H58 -8.981 4.468 -2.785  0.057
H59 -10.366 4.140 -1.698  0.059
H60 -10.513 4.614 -4.784  0.054
H61 -11.945 4.290 -3.759  0.051
H62 -11.700 3.376 -5.268  0.047

Forces on atoms 1 to 3 (eV/Å):
C -2.25 2.67 -1.38
C 2.32 -3.03 1.30
C 3.24 -0.10 -3.06

Computed properties:
Total charge   +1
Strongest force on any atom   6.85 eV/Å
Frontier orbital gap   4.52 eV
HOMO level   -9.6 eV
Lowest unoccupied orbital energy   -5.0 eV

***

No. 2
# C34H32N7O2PbS2

A structure of composition C34H32N7O2PbS2 (ωB97M-V/def2-TZVPD, the OMol25 dataset).

Last column: Löwdin charge in e.
Atoms and positions in Å:
Pb1 1.578 -1.830 -1.305  1.130
O1 4.499 4.268 0.035  0.285
C1 4.125 5.386 0.297  -0.106
O2 3.850 6.447 0.554  0.443
C2 3.823 3.000 -0.328  -0.094
C3 2.509 3.009 -0.695  0.086
C4 1.976 1.754 -1.005  -0.162
N1 2.741 0.654 -0.987  0.101
C5 4.044 0.709 -0.672  -0.144
C6 4.635 1.914 -0.277  0.097
C7 4.872 -0.529 -0.777  -0.212
C8 6.255 -0.465 -0.729  0.015
C9 7.001 -1.630 -0.862  -0.001
C10 6.336 -2.821 -1.057  0.002
C11 4.948 -2.804 -1.111  -0.103
N2 4.228 -1.694 -0.969  -0.011
C12 0.533 1.621 -1.389  -0.221
C13 -0.320 2.715 -1.408  0.005
C14 -1.646 2.546 -1.784  0.003
C15 -2.080 1.287 -2.153  0.005
C16 -1.163 0.247 -2.115  -0.114
N3 0.101 0.397 -1.724  0.008
H1 1.925 3.915 -0.757  0.130
H2 5.660 1.990 0.054  0.143
H3 6.777 0.474 -0.621  0.115
H4 8.082 -1.592 -0.820  0.133
H5 6.868 -3.755 -1.176  0.130
H6 4.398 -3.727 -1.263  0.082
H7 0.014 3.708 -1.146  0.107
H8 -2.317 3.395 -1.800  0.131
H9 -3.099 1.101 -2.473  0.083
H10 -1.464 -0.749 -2.417  0.075
S1 0.912 -1.162 1.231  0.644
C17 -0.774 -1.293 1.433  -0.593
N4 -1.335 -0.822 2.519  -0.069
C18 -2.783 -0.898 2.737  -0.071
C19 -3.495 -0.779 1.426  -0.089
N5 -2.972 -1.780 0.489  -0.064
C20 -3.959 -2.394 -0.432  -0.086
C21 -4.264 -1.498 -1.616  -0.208
C22 -3.710 -1.762 -2.866  -0.063
C23 -4.003 -0.942 -3.949  -0.060
C24 -4.853 0.145 -3.792  -0.074
C25 -5.422 0.406 -2.551  -0.071
C26 -5.129 -0.414 -1.469  -0.040
C27 -1.674 -1.997 0.413  -0.641
S2 -1.002 -3.015 -0.740  0.659
C28 -0.600 -0.162 3.624  -0.093
C29 -0.798 1.338 3.576  -0.215
C30 -1.542 1.963 4.570  -0.030
C31 -1.759 3.335 4.534  -0.044
C32 -1.241 4.091 3.494  -0.059
C33 -0.499 3.469 2.496  -0.082
C34 -0.272 2.102 2.535  -0.049
H11 -3.067 -0.064 3.375  0.139
H12 -3.023 -1.830 3.256  0.160
H13 -3.366 0.221 1.005  0.146
H14 -4.557 -0.953 1.566  0.140
H15 -4.859 -2.564 0.156  0.142
H16 -3.574 -3.354 -0.758  0.098
H17 -3.078 -2.632 -3.002  0.107
H18 -3.591 -1.170 -4.925  0.121
H19 -5.100 0.770 -4.642  0.122
H20 -6.118 1.226 -2.432  0.120
H21 -5.622 -0.233 -0.519  0.116
H22 0.446 -0.444 3.569  0.088
H23 -1.018 -0.553 4.551  0.142
H24 -1.944 1.382 5.394  0.126
H25 -2.333 3.811 5.318  0.122
H26 -1.411 5.159 3.463  0.116
H27 -0.093 4.061 1.682  0.091
H28 0.313 1.622 1.758  0.072
N6 3.007 -5.366 -0.606  -0.053
N7 1.792 -4.617 -0.807  -0.159
H29 2.830 -6.362 -0.685  0.093
H30 3.327 -5.193 0.338  0.084
H31 1.084 -4.880 -0.126  0.050
H32 1.433 -4.909 -1.712  0.075

Forces on atoms 1 to 3 (eV/Å):
Pb 0.01 -0.17 -0.44
O 0.41 0.40 0.14
C -0.16 -0.17 -0.03

Computed properties:
Total charge   +3
Strongest force on any atom   0.59 eV/Å
Frontier orbital gap   7.29 eV
HOMO level   -15.9 eV
Lowest unoccupied orbital energy   -8.6 eV

***

No. 3
# H6Si5

A cluster of 2 separate species, H6Si5 in total (ωB97M-V/def2-TZVPD, the OMol25 dataset).

Last column: Löwdin charge in e.
Atoms and positions in Å:
Si1 -1.611 -0.100 -1.061  -0.032
Si2 1.541 -0.846 0.447  -0.042
Si3 -0.094 0.154 1.984  0.196
Si4 0.705 -0.347 -1.535  0.251
Si5 -1.945 1.004 0.988  0.238
H1 -1.594 0.923 -2.186  -0.136
H2 -2.766 -1.041 -1.608  -0.098
H3 1.743 -2.429 0.419  -0.110
H4 2.858 -0.363 1.280  -0.080
H5 0.355 1.553 2.037  -0.165
H6 0.807 1.493 -0.766  -0.021

Forces on atoms 1 to 3 (eV/Å):
Si -1.16 0.02 -1.58
Si 2.43 -2.01 2.72
Si 0.80 -1.26 -1.10

Computed properties:
Energy above the lowest of the compared OMol25 structures with the same formula, charge and spin   33.5 kcal/mol
Strongest force on any atom   4.17 eV/Å
Frontier orbital gap (spin up / spin down)   5.51 / 5.68 eV
HOMO level (spin up / spin down)   -8.1 / -8.1 eV
Lowest unoccupied orbital energy (spin up / spin down)   -2.5 / -2.4 eV

***

No. 4
# C4H7NO

A cluster of 2 separate species, C4H7NO in total (ωB97M-V/def2-TZVPD, the OMol25 dataset).

Last column: Löwdin charge in e.
Atoms and positions in Å:
C1 1.453 0.183 -0.093  -0.094
C2 0.339 0.796 0.765  -0.178
C3 -1.040 0.283 0.437  -0.447
O1 -1.816 -0.201 1.222  0.100
C4 -1.443 0.435 -0.990  -0.141
N1 -1.755 0.602 -2.092  0.181
H1 2.411 0.635 0.183  0.077
H2 1.533 -0.899 0.066  0.072
H3 1.291 0.368 -1.161  0.075
H4 0.306 1.883 0.602  0.130
H5 0.500 0.612 1.832  0.123
H6 -0.625 -2.415 -0.684  0.054
H7 -1.046 -2.391 -0.073  0.048

Forces on atoms 1 to 3 (eV/Å):
C 0.02 -0.03 -0.05
C -0.02 0.03 0.07
C -0.15 -0.13 0.31

Computed properties:
Energy above the lowest of the compared OMol25 structures with the same formula, charge and spin   51.8 kcal/mol
Strongest force on any atom   1.18 eV/Å
Frontier orbital gap   10.81 eV
HOMO level   -11.1 eV
Lowest unoccupied orbital energy   -0.3 eV